{
  "formula": "C38H66ClF4N2O26P2S5",
  "method": "the ωB97M-V functional and the def2-TZVPD basis",
  "charge": 1,
  "e_homo_ev": -11.54,
  "gap_ev": 8.7,
  "elements": ["C", "C", "C", "C", "C", "C", "C", "C", "C", "C", "C", "C", "F", "C", "C", "C", "F", "C", "F", "F", "C", "O", "C", "C", "C", "O", "C", "P", "O", "Cl", "N", "C", "O", "C", "C", "C", "C", "C", "C", "P", "N", "O", "O", "H", "H", "H", "H", "H", "H", "H", "H", "H", "H", "H", "H", "H", "H", "H", "H", "H", "H", "H", "H", "H", "H", "H", "H", "H", "H", "H", "H", "H", "H", "H", "H", "H", "H", "H", "H", "H", "H", "H", "H", "H", "H", "H", "H", "H", "H", "C", "C", "O", "S", "O", "O", "O", "H", "H", "H", "H", "C", "C", "O", "S", "O", "O", "O", "H", "H", "H", "H", "C", "C", "O", "S", "O", "O", "O", "H", "H", "H", "H", "C", "C", "O", "S", "O", "O", "O", "H", "H", "H", "H", "C", "C", "O", "S", "O", "O", "O", "H", "H", "H", "H"],
  "coordinates": [[4.03728, 4.17248, 2.54335], [3.09795, 5.21845, 1.80984], [2.09793, 4.57606, 0.78354], [2.80304, 4.08805, -0.56538], [3.31449, 2.60884, -0.31750], [3.04151, 1.61248, -1.49922], [1.50151, 1.27328, -1.71132], [0.82589, 0.58041, -0.46790], [1.49751, -0.74168, 0.15287], [2.65723, -0.60089, 1.20041], [4.15451, -0.63545, 0.75370], [4.61125, -1.73141, -0.25886], [6.04249, -1.62040, -0.34065], [1.39259, -1.94605, -0.84882], [1.75279, -3.36691, -0.21757], [2.23845, -4.38256, -1.28168], [2.91013, -4.01546, -2.42404], [1.94476, -5.68701, -1.07967], [2.51627, -6.65474, -1.82906], [1.10708, -6.11529, -0.10345], [0.25299, -1.09360, 1.16061], [0.19023, -0.29163, 2.38118], [-0.14067, -1.08988, 3.52440], [-0.01582, -0.11561, 4.77126], [1.48718, 0.40043, 4.86995], [-0.31572, -0.77124, 6.00497], [-1.05089, -0.58907, 0.40340], [-2.19057, -1.99249, -0.15631], [-3.76530, -1.47680, 0.19455], [-1.96192, -3.71000, 1.03220], [-0.71264, 0.55715, -0.49010], [-1.00709, 1.86983, 0.24864], [-2.37173, 2.22669, 0.16760], [-3.00377, 2.29055, 1.42202], [-2.61139, 3.11371, 2.55363], [-3.33813, 3.03298, 3.80992], [-4.48246, 2.14665, 3.97745], [-4.93272, 1.34210, 2.84083], [-4.18613, 1.43407, 1.60317], [-1.55258, 0.77615, -2.05040], [-0.98432, -0.12902, -3.21637], [-3.16900, 0.44160, -1.97905], [-1.43275, 2.34513, -2.61058], [4.98464, 4.05728, 1.95365], [3.53645, 3.17451, 2.70921], [4.27529, 4.55865, 3.57205], [3.76465, 5.93819, 1.25318], [2.55137, 5.84901, 2.56275], [1.54378, 3.74432, 1.29860], [1.32902, 5.34674, 0.48491], [3.65499, 4.77481, -0.81035], [2.05554, 4.14122, -1.40281], [2.93863, 2.23819, 0.67896], [4.43675, 2.65720, -0.19172], [3.32313, 2.17326, -2.44000], [3.67282, 0.69206, -1.50792], [1.02250, 2.29133, -1.79796], [1.45371, 0.69044, -2.66127], [1.11910, 1.30727, 0.34842], [2.51131, -1.38370, 1.99825], [2.50821, 0.38172, 1.73405], [4.76487, -0.81788, 1.68826], [4.55817, 0.34261, 0.36651], [4.43448, -2.77534, 0.12233], [4.24575, -1.60217, -1.30759], [0.39277, -2.07657, -1.33896], [2.12936, -1.79277, -1.69218], [2.41591, -3.27585, 0.67843], [0.77529, -3.77206, 0.17273], [0.25357, -2.12228, 1.59577], [-1.22275, -1.38200, 3.47306], [0.56491, -1.93537, 3.72918], [-0.67213, 0.79561, 4.65402], [1.67594, 1.28246, 4.19665], [2.21801, -0.40992, 4.58156], [1.73210, 0.75147, 5.91097], [-1.00167, -0.26032, 6.46909], [-1.64806, -0.12993, 1.24698], [-4.11940, -2.02138, 0.92873], [-0.41427, 2.72461, -0.18567], [-0.72878, 1.81308, 1.33054], [-1.71562, 3.77222, 2.42139], [-3.02468, 3.63279, 4.69540], [-5.02912, 2.05779, 4.94692], [-5.81763, 0.66934, 2.91845], [-4.52888, 0.81860, 0.74230], [-0.22221, -0.70606, -2.85353], [-3.42645, 0.18603, -2.89234], [-1.52595, 2.24556, -3.58303], [-7.17386, 3.23170, -2.04991], [-6.57545, 1.87302, -1.73610], [-6.95473, 1.60821, -0.38499], [-8.39728, 2.28311, -0.09722], [-9.39706, 1.28474, -0.24602], [-8.28708, 3.09418, 1.06409], [-8.44382, 3.24087, -1.39746], [-6.56799, 4.03783, -1.62793], [-7.29490, 3.39248, -3.12008], [-5.49105, 1.86146, -1.84013], [-7.00962, 1.09329, -2.36856], [-7.09583, -4.61105, 0.10197], [-7.31765, -3.29092, -0.60889], [-8.16056, -2.53874, 0.27243], [-7.82241, -2.93317, 1.79793], [-6.92552, -1.95478, 2.32630], [-9.02921, -3.29721, 2.44959], [-6.97442, -4.27410, 1.48870], [-7.95737, -5.27321, -0.01359], [-6.19858, -5.12128, -0.24553], [-7.79070, -3.41413, -1.58710], [-6.37691, -2.74296, -0.72800], [-8.14508, -5.79973, -5.70306], [-9.51743, -5.19974, -5.93764], [-9.62623, -4.14888, -4.97178], [-8.16860, -3.51343, -4.71490], [-8.03927, -2.34173, -5.50749], [-7.91773, -3.51827, -3.30841], [-7.29860, -4.68588, -5.39899], [-8.14841, -6.47085, -4.84072], [-7.77297, -6.33412, -6.57529], [-10.31692, -5.92623, -5.80774], [-9.59071, -4.75365, -6.93256], [9.19335, -3.73973, -2.02502], [8.34577, -2.59742, -2.55079], [9.28411, -1.59845, -2.95510], [10.63018, -2.32006, -3.48566], [10.57087, -2.39363, -4.90421], [11.73888, -1.76495, -2.79160], [10.32834, -3.79246, -2.89159], [9.54740, -3.53567, -1.01129], [8.66035, -4.68915, -2.03723], [7.66494, -2.20384, -1.79802], [7.77529, -2.90243, -3.43272], [9.00803, 3.54257, 1.75763], [9.84975, 4.73786, 2.16099], [9.00588, 5.87137, 1.93979], [7.47220, 5.45355, 2.21342], [7.12724, 5.84684, 3.53527], [6.69711, 5.81619, 1.07565], [7.68375, 3.85100, 2.20406], [8.98302, 3.42444, 0.67151], [9.35810, 2.61812, 2.21382], [10.76385, 4.81914, 1.57631], [10.10069, 4.70522, 3.22430]],
  "lowdin_charge": [-0.10, -0.23, -0.22, -0.16, -0.21, -0.16, -0.13, -0.17, -0.23, -0.10, -0.14, -0.16, -0.10, -0.11, -0.10, -0.17, 0.06, -0.25, 0.13, 0.11, -0.24, -0.18, -0.14, -0.37, -0.04, -0.04, -0.35, 0.66, -0.37, 0.28, -0.14, -0.17, -0.07, -0.23, -0.01, -0.07, -0.06, -0.03, 0.00, 0.65, -0.12, -0.17, -0.14, 0.05, 0.06, 0.08, 0.11, 0.11, 0.09, 0.11, 0.12, 0.10, 0.07, 0.12, 0.13, 0.09, 0.10, 0.11, 0.13, 0.13, 0.12, 0.14, 0.10, 0.12, 0.11, 0.10, 0.12, 0.12, 0.08, 0.11, 0.14, 0.15, 0.15, 0.07, 0.08, 0.09, 0.11, 0.13, 0.04, 0.16, 0.15, 0.12, 0.11, 0.11, 0.11, 0.09, -0.03, 0.11, 0.10, -0.17, -0.17, -0.21, 0.62, -0.21, -0.21, -0.18, 0.13, 0.14, 0.11, 0.14, -0.16, -0.17, -0.18, 0.62, -0.25, -0.20, -0.20, 0.14, 0.13, 0.08, 0.12, -0.16, -0.16, -0.18, 0.65, -0.20, -0.24, -0.18, 0.13, 0.14, 0.14, 0.14, -0.17, -0.17, -0.19, 0.63, -0.22, -0.22, -0.19, 0.13, 0.14, 0.11, 0.13, -0.17, -0.16, -0.18, 0.61, -0.21, -0.23, -0.21, 0.13, 0.14, 0.14, 0.14]
}